107
Properties=species:S:1:pos:R:3:lowdin_charge:R:1 method="wB97M-V/def2-TZVPD" mol_weight_g_mol=1198.7 total_charge=+2 e_homo_ev=-12.8363 e_above_lowest_ev=2.001 total_energy_ev=-234249.4201
Hf -0.2293 -0.8099 -0.1295 1.59
Cl -5.7449 -3.1399 -3.1522 0.73
C -4.6916 -2.1919 -2.1909 -0.70
C -5.1995 -1.2680 -1.2815 -0.70
Cl -6.8937 -1.0544 -1.1268 0.73
C -4.3299 -0.5182 -0.4841 -0.61
Cl -4.9624 0.6031 0.6516 0.80
C -2.9531 -0.6855 -0.5884 -0.35
O -2.0220 -0.0290 0.1714 -0.29
C -2.4446 -1.5835 -1.5417 -0.36
O -1.1107 -1.6671 -1.6308 -0.24
C -3.3124 -2.3367 -2.3199 -0.60
Cl -2.6280 -3.4448 -3.4451 0.74
F -2.4257 0.8259 -4.5451 0.13
C -1.2870 0.7460 -3.8711 -0.23
C -1.2853 1.0894 -2.5316 -0.04
C -0.1088 1.0120 -1.7891 -0.32
C 1.0586 0.5342 -2.4274 -0.17
C 1.0097 0.2247 -3.7813 -0.20
F 2.1080 -0.2761 -4.3646 0.10
C -0.1418 0.3373 -4.5305 0.14
C 2.2617 0.2880 -1.6074 -0.27
C 3.5678 0.5467 -1.9947 0.03
C 4.5984 0.1838 -1.1414 0.01
C 4.2962 -0.4084 0.0781 0.00
C 2.9714 -0.6048 0.4099 -0.08
N 1.9721 -0.2720 -0.4154 -0.02
H -2.2158 1.4363 -2.1038 0.13
H -0.1531 0.1018 -5.5864 0.16
H 3.7685 1.0236 -2.9428 0.14
H 5.6279 0.3558 -1.4254 0.13
H 5.0754 -0.7193 0.7587 0.12
H 2.6845 -1.0437 1.3571 0.12
C -0.3863 -5.3932 -0.5954 -0.02
N 0.2731 -4.5721 -1.5900 0.06
C 0.7611 -3.3565 -1.3754 -0.54
N 1.4162 -2.7996 -2.4099 0.23
O 0.7025 -2.7650 -0.2397 -0.11
H -0.2338 -6.4391 -0.8520 0.10
H -1.4568 -5.1893 -0.5527 0.09
H 0.0703 -5.2006 0.3660 0.07
H 0.2100 -4.8913 -2.5427 0.15
H 1.4351 -3.2392 -3.3135 0.14
H 1.9226 -1.9433 -2.3028 0.08
O 0.1882 -0.0935 1.6286 -0.55
As -1.1214 -0.2825 2.7198 1.33
C -1.7145 -2.0750 2.3330 -0.33
C -3.0305 -2.4691 2.1077 -0.06
C -3.3303 -3.8211 2.0557 -0.03
C -2.3440 -4.7645 2.3063 -0.05
C -1.0342 -4.3696 2.5476 -0.08
C -0.7051 -3.0256 2.5182 -0.14
C -2.5137 1.0358 3.0636 -0.31
C -3.2728 0.6869 4.1782 -0.09
C -4.2893 1.5287 4.5956 -0.04
C -4.5279 2.7168 3.9159 -0.04
C -3.7621 3.0540 2.8097 -0.07
C -2.7605 2.2051 2.3665 -0.16
C -0.3087 -0.4011 4.4890 -0.29
C 0.3362 0.7344 4.9741 -0.08
C 0.9113 0.7165 6.2333 -0.05
C 0.8405 -0.4304 7.0129 -0.05
C 0.1907 -1.5578 6.5322 -0.05
C -0.3887 -1.5477 5.2719 -0.09
H -3.8182 -1.7298 2.0217 0.10
H -4.3477 -4.1407 1.8715 0.12
H -2.5996 -5.8162 2.3307 0.12
H -0.2793 -5.1065 2.7884 0.12
H 0.3079 -2.7077 2.7364 0.11
H -3.0675 -0.2312 4.7177 0.11
H -4.8883 1.2683 5.4575 0.12
H -5.3204 3.3741 4.2474 0.12
H -3.9572 3.9783 2.2816 0.12
H -2.1968 2.4569 1.4799 0.07
H 0.3834 1.6287 4.3625 0.08
H 1.4065 1.6012 6.6110 0.12
H 1.2806 -0.4396 8.0008 0.12
H 0.1276 -2.4482 7.1434 0.12
H -0.9104 -2.4264 4.9150 0.10
C -0.3228 4.6154 4.0000 -0.09
C 1.0524 4.4778 3.3490 -0.24
C 0.9729 4.1270 1.8588 -0.27
C 0.5665 2.6716 1.6308 -0.31
Ge 0.1591 2.4812 -0.3263 1.06
C -1.2912 3.6955 -1.0103 -0.27
C -1.3839 5.2059 -0.7309 -0.26
C -0.4825 6.0768 -1.6081 -0.25
C 0.9840 6.0977 -1.1841 -0.11
H -0.2250 4.9428 5.0349 0.08
H -0.8797 3.6755 4.0010 0.05
H -0.9159 5.3633 3.4698 0.08
H 1.6486 3.7236 3.8725 0.10
H 1.5841 5.4262 3.4411 0.11
H 1.9342 4.3151 1.3754 0.11
H 0.2508 4.7973 1.3938 0.07
H -0.2939 2.4136 2.2431 0.00
H 1.3893 2.0073 1.8893 0.06
H 1.5388 2.8916 -0.8900 0.03
H -2.2268 3.2341 -0.6753 0.06
H -1.2500 3.5645 -2.0931 0.06
H -1.2095 5.4447 0.3187 0.09
H -2.4196 5.4842 -0.9415 0.11
H -0.8651 7.0987 -1.5742 0.11
H -0.5621 5.7426 -2.6465 0.11
H 1.0944 6.5284 -0.1873 0.08
H 1.5713 6.7009 -1.8759 0.08
H 1.4091 5.0928 -1.1728 0.03


118
Properties=species:S:1:pos:R:3:lowdin_charge:R:1 method="wB97M-V/def2-TZVPD" mol_weight_g_mol=925.7 total_charge=+2 e_homo_ev="-12.6593 / -11.6795" e_above_lowest_ev=0.614 total_energy_ev=-82634.4743
Sn -0.0741 0.0408 -0.4529 1.34
O 2.3652 0.5399 7.2825 0.20
C 3.3653 0.1254 6.8702 -0.43
O 4.3604 -0.2881 6.4475 0.21
C 2.0891 -0.3210 4.3112 0.11
C 0.7484 -0.0722 4.2815 0.01
C 0.1483 -0.2090 3.0269 -0.21
N 0.8542 -0.5914 1.9599 0.08
C 2.1685 -0.8187 2.0427 -0.20
C 2.8582 -0.6975 3.2485 0.02
C 2.8409 -1.2570 0.7893 -0.22
C 4.2181 -1.3125 0.6580 0.01
C 4.7561 -1.8492 -0.5014 -0.02
C 3.9043 -2.3101 -1.4906 -0.02
C 2.5420 -2.1533 -1.3039 -0.14
N 2.0176 -1.6266 -0.1995 0.03
C -1.2962 0.0974 2.8042 -0.24
C -2.1187 0.5808 3.8115 0.01
C -3.4331 0.8994 3.5125 -0.02
C -3.8979 0.7157 2.2219 -0.02
C -3.0192 0.2095 1.2810 -0.11
N -1.7513 -0.0914 1.5623 0.03
H 0.1913 0.2073 5.1643 0.11
H 3.9186 -0.8921 3.3304 0.12
H 4.8691 -0.9442 1.4376 0.12
H 5.8288 -1.9166 -0.6243 0.13
H 4.2854 -2.7711 -2.3912 0.12
H 1.8299 -2.4666 -2.0570 0.09
H -1.7560 0.7254 4.8187 0.11
H -4.0847 1.2901 4.2826 0.12
H -4.9133 0.9632 1.9466 0.12
H -3.3344 0.0276 0.2605 0.09
C -0.2035 -5.3942 -1.4819 -0.15
C -0.0389 -4.7668 -0.1143 -0.16
N -0.5195 -3.3886 -0.1564 0.10
C -1.2687 -2.8474 -1.1396 -0.36
N -1.4531 -1.5319 -1.1417 -0.08
C -2.4462 -0.9790 -2.0756 -0.24
C -2.4246 -1.7200 -3.3966 -0.15
C -2.7011 -3.1802 -3.1119 -0.12
N -1.8200 -3.6723 -2.0506 -0.02
C -1.6204 -5.1194 -1.9458 -0.12
H -0.0053 -6.4636 -1.4406 0.13
H 0.4940 -4.9423 -2.1926 0.12
H 1.0055 -4.7677 0.2004 0.12
H -0.6106 -5.3335 0.6230 0.13
H -0.0864 -2.7193 0.4595 0.09
H -2.2178 0.0761 -2.2292 0.07
H -3.4465 -1.0482 -1.6328 0.12
H -1.4404 -1.6031 -3.8547 0.09
H -3.1773 -1.3272 -4.0806 0.13
H -2.5289 -3.7905 -3.9981 0.13
H -3.7446 -3.3140 -2.8136 0.14
H -1.8053 -5.5521 -2.9267 0.13
H -2.3400 -5.5547 -1.2460 0.14
N 0.2939 0.6536 -2.2480 -0.32
P 0.9523 1.2577 -3.5295 0.56
N 2.3546 2.0603 -3.2312 -0.19
C 3.2139 2.4947 -4.3473 -0.18
C 4.5631 2.9622 -3.8205 -0.18
C 4.4186 4.1448 -2.8521 -0.17
C 3.1727 3.9902 -1.9552 -0.17
C 2.7475 2.5295 -1.8936 -0.21
N -0.0457 2.3079 -4.3513 -0.19
C -1.4134 1.8079 -4.5640 -0.23
C -2.0935 2.5292 -5.7217 -0.16
C -1.8206 4.0466 -5.6825 -0.17
C -1.2783 4.4647 -4.3189 -0.19
C 0.0434 3.7574 -4.0463 -0.20
N 1.2805 0.1051 -4.6774 -0.18
C 1.4977 -1.2722 -4.2305 -0.23
C 1.8761 -2.1698 -5.3960 -0.17
C 0.7808 -2.1763 -6.4644 -0.17
C 0.2702 -0.7480 -6.7646 -0.16
C 1.1735 0.3053 -6.1333 -0.20
H 2.7417 3.3081 -4.9107 0.11
H 3.3509 1.6583 -5.0342 0.11
H 5.1906 3.2434 -4.6659 0.12
H 5.0550 2.1243 -3.3208 0.11
H 4.3524 5.0755 -3.4174 0.11
H 5.3172 4.2126 -2.2379 0.11
H 2.3440 4.5751 -2.3595 0.10
H 3.3695 4.3586 -0.9469 0.11
H 1.9104 2.3857 -1.2154 0.06
H 3.5812 1.9253 -1.5167 0.12
H -2.0065 1.9179 -3.6466 0.10
H -1.3508 0.7379 -4.7626 0.08
H -3.1662 2.3368 -5.6559 0.11
H -1.7497 2.1115 -6.6695 0.11
H -2.7324 4.5976 -5.9093 0.11
H -1.0858 4.3167 -6.4438 0.12
H -2.0089 4.2340 -3.5372 0.11
H -1.1017 5.5409 -4.2912 0.12
H 0.3544 3.9237 -3.0136 0.07
H 0.8105 4.1982 -4.6874 0.11
H 0.5933 -1.6616 -3.7428 0.09
H 2.2865 -1.2708 -3.4792 0.07
H 2.0429 -3.1844 -5.0261 0.11
H 2.8203 -1.8287 -5.8261 0.12
H -0.0486 -2.8019 -6.1238 0.10
H 1.1696 -2.6382 -7.3717 0.11
H -0.7458 -0.6197 -6.3848 0.09
H 0.2359 -0.5719 -7.8404 0.12
H 0.7910 1.3066 -6.3091 0.11
H 2.1667 0.2473 -6.5899 0.12
N -0.4575 6.6113 1.0093 0.15
C -0.4220 5.2735 0.8356 -0.30
C -0.5346 4.6928 -0.4386 0.00
C -0.4776 3.3269 -0.5583 -0.18
N -0.3057 2.4884 0.4744 -0.04
C -0.2072 3.0429 1.6904 -0.13
C -0.2637 4.3951 1.9210 0.01
H -0.6152 7.2299 0.2349 0.11
H -0.3746 7.0177 1.9232 0.12
H -0.6631 5.3136 -1.3168 0.11
H -0.5699 2.8529 -1.5281 0.07
H -0.0695 2.3633 2.5218 0.10
H -0.1871 4.7783 2.9303 0.12


42
Properties=species:S:1:pos:R:3:lowdin_charge:R:1 method="wB97M-V/def2-TZVPD" mol_weight_g_mol=369.3 total_charge=0 e_homo_ev=-9.9808 e_above_lowest_ev=0.135 smiles="O=[N+]([O-])c1ccccc1.O=[N+]([O-])c1ccccc1.O=[N+]([O-])c1ccccc1" total_energy_ev=-35656.1475
C -1.2255 -7.3611 10.5109 -0.08
C -1.0605 -7.3294 11.8797 -0.06
C -1.6832 -6.3375 12.6208 0.00
C -2.3588 -5.3438 11.9511 -0.16
C -2.4820 -5.3251 10.5876 -0.01
C -1.8813 -6.3410 9.8470 -0.07
N -3.0129 -4.2809 12.7400 -0.35
O -3.8156 -3.5790 12.1720 0.08
O -2.6066 -4.0859 13.8721 0.08
H -0.6977 -8.1518 9.9873 0.11
H -0.3852 -8.0502 12.3166 0.11
H -1.6674 -6.3693 13.7009 0.12
H -2.9108 -4.4718 10.0810 0.12
H -1.9296 -6.3637 8.7670 0.11
C -2.3291 -12.5880 2.8679 -0.07
C -2.9473 -12.5367 1.6217 -0.07
C -4.2806 -12.1941 1.5160 0.00
C -4.9908 -11.9416 2.6807 -0.15
C -4.3746 -11.8750 3.9061 0.00
C -3.0248 -12.1775 3.9872 -0.06
N -6.4187 -11.6170 2.5815 -0.36
O -6.9665 -11.2207 3.5896 0.08
O -6.9685 -11.8109 1.5175 0.08
H -1.3023 -12.9157 2.9564 0.11
H -2.3454 -12.7428 0.7456 0.11
H -4.7555 -12.0737 0.5543 0.12
H -4.9145 -11.5515 4.7829 0.10
H -2.6166 -12.1932 4.9909 0.11
C -7.1918 -7.5632 8.9961 -0.07
C -7.7358 -8.8294 8.8067 -0.05
C -6.9126 -9.8811 8.4387 0.00
C -5.5876 -9.6233 8.1797 -0.16
C -5.0462 -8.3626 8.3055 0.00
C -5.8474 -7.3486 8.7899 -0.07
N -4.7552 -10.6829 7.6237 -0.35
O -5.1430 -11.8219 7.7358 0.09
O -3.7361 -10.3454 7.0422 0.06
H -7.8352 -6.7770 9.3686 0.11
H -8.7789 -8.9977 9.0358 0.11
H -7.2871 -10.8827 8.2785 0.12
H -3.9989 -8.1762 8.1163 0.11
H -5.4677 -6.3414 8.9101 0.11


10
Properties=species:S:1:pos:R:3:lowdin_charge:R:1 method="wB97M-V/def2-TZVPD" mol_weight_g_mol=116.0 total_charge=0 e_homo_ev=-11.9159 e_above_lowest_ev=1.702 total_energy_ev=-14368.2466
C -0.7956 -0.7346 -0.0308 0.00
C 0.3779 0.1024 0.3296 -0.62
O 1.4318 -0.4659 -0.3102 0.12
O 0.2562 1.4726 0.0212 0.09
F -2.0037 0.4353 -0.7293 -0.22
F -1.4857 -1.2287 1.0092 0.12
F 0.4234 0.0895 1.7042 0.11
H -0.6434 -1.3982 -0.9225 0.18
H 2.2627 -0.0311 -0.1888 0.12
H 0.1764 1.7587 -0.8825 0.11


16
Properties=species:S:1:pos:R:3:lowdin_charge:R:1 method="wB97M-V/def2-TZVPD" mol_weight_g_mol=148.3 total_charge=0 e_homo_ev=-8.5740 e_above_lowest_ev=1.391 smiles="C=C(CN)C(=S)NS" total_energy_ev=-28926.9176
C -1.5219 -0.2121 0.4523 -0.31
C -0.2846 0.4502 -0.0847 -0.29
C -0.2630 1.7937 -0.3372 0.10
C 0.8749 -0.4483 -0.2103 -0.86
H -1.6371 -2.0491 -0.5053 0.03
H -3.1405 -1.2232 -0.3928 0.07
H -1.2018 -0.7414 1.3589 0.10
H -2.2309 0.5258 0.7345 0.10
H -1.0774 2.4234 -0.1850 0.05
H 0.5668 2.2878 -0.8262 0.06
H 1.9354 1.2623 -0.1214 0.07
H 3.6584 -0.7832 1.1420 -0.12
N -2.1288 -1.0957 -0.5219 -0.04
N 2.0365 0.2367 -0.1691 -0.45
S 0.7770 -2.0679 -0.1849 0.74
S 3.6371 -0.3591 -0.1489 0.74


30
Properties=species:S:1:pos:R:3:lowdin_charge:R:1 method="wB97M-V/def2-TZVPD" mol_weight_g_mol=196.3 total_charge=+2 e_homo_ev="-15.7922 / -15.7916" e_above_lowest_ev=3.172 smiles="CCC1=C(C)OCC2=[NH+]C(=[NH2+])N[C@]21N" total_energy_ev=-17580.1369
C -0.8526 0.0928 -0.1959 -0.07
C 0.5631 0.0211 0.5142 -0.26
C 2.7841 0.3806 -0.2823 -0.33
C -1.3529 -1.2084 -0.4239 -0.25
C 0.6532 -2.4799 0.2372 -0.05
C 1.4582 -1.2743 0.3589 0.04
C -2.7485 -1.4990 -0.7581 0.02
C -2.3792 2.0323 0.3392 -0.06
C -1.5158 1.3138 -0.7133 -0.19
N 1.6523 1.0328 -0.0797 0.22
N 2.6048 -0.9889 -0.3154 0.24
N 0.3509 0.4481 1.8745 0.15
N 3.9432 0.9916 -0.4944 0.27
O -0.7379 -2.3519 -0.1181 0.02
H 1.0581 -3.2457 -0.5240 0.20
H 0.5635 -2.8837 1.3931 0.25
H -3.2377 -0.7056 -1.2464 0.07
H -2.8508 -2.4631 -1.2999 0.12
H -3.4454 -1.6170 0.2087 0.18
H -1.8512 2.1868 1.4122 0.12
H -2.6913 3.0595 0.0704 0.10
H -3.2317 1.5318 0.4351 0.02
H -0.7732 2.1057 -0.9583 0.12
H -2.1196 1.0221 -1.6041 0.14
H 1.3643 1.9589 -0.2565 0.15
H 3.4493 -1.5390 -0.7162 0.26
H -0.5219 1.0196 2.0421 0.12
H 1.1318 0.6218 2.4317 0.08
H 3.9787 2.0094 -0.6696 0.18
H 4.7544 0.4278 -0.6617 0.14


17
Properties=species:S:1:pos:R:3:lowdin_charge:R:1 method="wB97M-V/def2-TZVPD" mol_weight_g_mol=109.2 total_charge=0 e_homo_ev=-8.7943 e_above_lowest_ev=0.764 smiles=CSCCN.O total_energy_ev=-17661.6578
S -0.9330 -0.4358 1.9499 0.80
N -0.9291 0.5599 -0.8667 -0.05
C 0.1190 -0.7116 3.3350 -0.47
C 0.4662 -0.5380 0.7664 -0.51
C -0.0341 -0.5507 -0.6655 -0.39
H -1.8956 0.2903 -0.6527 0.06
H -0.6299 1.1762 -0.1030 0.04
H 0.9795 -1.3620 3.1046 0.04
H -0.4731 -1.1827 4.1376 0.04
H 0.4982 0.2576 3.7001 0.04
H 1.0598 -1.4640 0.8917 0.08
H 1.1457 0.3214 0.9244 0.09
H -0.5673 -1.4786 -0.9483 0.12
H 0.8292 -0.4369 -1.3490 0.11
O 0.0228 1.6787 -5.0897 -0.09
H -0.0630 1.3016 -4.1849 0.04
H 0.4047 2.5747 -4.9498 0.05


67
Properties=species:S:1:pos:R:3:lowdin_spin:R:1 method="wB97M-V/def2-TZVPD" mol_weight_g_mol=721.6 total_charge=+2 e_homo_ev="-12.8064 / -13.1349" multiplicity=5 total_energy_ev=-172712.6172
Ru -0.2571 -0.0355 -0.2484 2.13
C -1.8244 -3.3851 1.4603 0.03
As -1.9819 -1.8467 0.2441 0.12
C -3.0596 -2.6419 -1.1910 0.02
C -3.3598 -0.6975 1.0496 0.02
C -4.3526 -1.2869 1.8271 0.00
C -5.4185 -0.5434 2.3022 0.00
C -5.4986 0.8095 2.0184 0.00
C -4.4975 1.4157 1.2820 0.00
C -3.4281 0.6746 0.7863 0.02
As -2.0602 1.6231 -0.2416 0.08
C -1.7887 3.2526 0.8067 0.02
C -3.0729 2.2965 -1.7808 0.01
H -2.7373 -3.9880 1.4536 0.00
H -1.6104 -3.0431 2.4747 0.00
H -0.9974 -4.0176 1.1225 0.00
H -3.9650 -3.0902 -0.7744 0.00
H -2.4860 -3.4211 -1.6972 0.00
H -3.3388 -1.8711 -1.9127 0.00
H -4.2924 -2.3437 2.0614 0.00
H -6.1872 -1.0234 2.8865 0.00
H -6.3350 1.3942 2.3661 0.00
H -4.5428 2.4813 1.0869 0.00
H -1.5649 2.9790 1.8406 0.00
H -2.6734 3.8956 0.7813 0.00
H -0.9378 3.8110 0.4013 0.00
H -3.9662 2.8273 -1.4387 0.00
H -3.3688 1.4778 -2.4406 0.00
H -2.4427 2.9905 -2.3443 0.00
O -0.1699 0.1790 1.6935 0.23
C 0.7502 0.0943 2.5901 0.00
C 0.3771 0.1280 3.9557 0.06
C 1.3187 0.0737 4.9509 -0.01
C 2.6719 -0.0359 4.6266 0.07
C 3.0673 -0.0929 3.3054 -0.01
C 2.1412 -0.0233 2.2593 0.06
C 2.5806 -0.0650 0.8818 0.02
N 1.8347 -0.1997 -0.2256 0.08
C 2.6812 -0.2024 -1.2924 0.02
C 3.9605 -0.0599 -0.8437 0.03
N 3.8811 0.0198 0.5109 0.02
H -0.6783 0.2033 4.1793 0.00
H 1.0156 0.1092 5.9850 0.00
H 3.4128 -0.0858 5.4075 0.00
H 4.1186 -0.2164 3.0953 0.00
H 2.3214 -0.3151 -2.2978 0.00
H 4.8867 -0.0068 -1.3757 0.00
H 4.6635 0.1523 1.1331 0.00
C -5.4453 0.9388 -8.0602 0.01
C -4.0736 0.9252 -8.6017 0.01
O -3.3739 1.7957 -8.9693 0.00
S -3.3901 -0.8581 -8.5583 0.19
C -2.3814 -0.7101 -7.1426 0.12
C -2.1887 -1.8716 -6.3760 0.02
C -1.5796 -1.7872 -5.1522 0.04
C -1.1102 -0.5447 -4.6801 0.10
C -1.1714 0.5823 -5.5208 0.05
C -1.8088 0.4993 -6.7315 0.02
C -0.6734 -0.4131 -3.3628 0.20
C -0.3920 -0.2695 -2.1728 0.18
H -5.8962 1.9190 -8.2047 0.00
H -5.3994 0.7209 -6.9908 0.00
H -6.0573 0.1678 -8.5255 0.00
H -2.5652 -2.8134 -6.7412 0.00
H -1.4700 -2.6582 -4.5228 0.00
H -0.7353 1.5190 -5.2063 0.00
H -1.8668 1.3744 -7.3562 0.00